(1)
The following is a quantum chemistry calculation of a cluster of 2 separate species, C2H9N2O in total, from the Open Molecules 2025 dataset.

Calculated values
Kohn-Sham gap in eV: 6.14
HOMO level in eV: -15.08
Lowest unoccupied orbital energy in eV: -8.94
Net charge: +1

Element x y z (Å)
C1 0.687 0.821 0.843
N1 0.814 -1.848 -0.524
C2 0.716 -0.458 -1.090
N2 -0.044 0.239 -0.143
H1 1.176 1.717 0.385
H2 0.036 1.041 1.682
H3 1.569 0.197 1.102
H4 0.983 -2.581 -1.203
H5 1.696 -0.002 -1.239
H6 0.176 -0.578 -2.032
H7 -3.338 1.415 0.879
H8 -0.057 -1.992 -0.020
H9 -2.016 0.740 0.339
O1 -2.397 1.292 1.022

Atomic partial charges in e from the natural (NBO) method, atoms 1 to 5:
1. C -0.55
2. N -0.69
3. C -0.17
4. N 0.13
5. H 0.37



(2)
The following is a quantum chemistry calculation of a cluster of 3 separate species, C2H9N2O in total, from the Open Molecules 2025 dataset.

Calculated values
Kohn-Sham gap in eV: 10.90
HOMO level in eV: -14.17
Lowest unoccupied orbital energy in eV: -3.27
Net charge: +1

Element x y z (Å)
C1 1.485 -1.513 0.253
C2 0.769 -0.504 0.596
N1 -0.138 0.360 0.827
N2 -2.390 -0.082 -0.384
O1 1.731 1.440 -0.570
H1 -2.333 -1.095 -0.329
H2 1.769 -1.402 -0.766
H3 1.635 -2.471 0.807
H4 -1.413 0.184 0.186
H5 0.164 1.195 1.271
H6 -3.299 0.165 -0.061
H7 1.672 2.342 -0.108
H8 -2.338 0.228 -1.326
H9 2.684 1.152 -0.396

Atomic partial charges in e from the natural (NBO) method, atoms 1 to 5:
1. C -0.57
2. C 0.50
3. N -0.73
4. N -0.92
5. O -0.96



(3)
The following is a quantum chemistry calculation of a cluster of 2 separate species, C2H9N2O2S2 in total, from the Open Molecules 2025 dataset.

Calculated values
Kohn-Sham gap in eV: 9.04
HOMO level in eV: -13.53
Lowest unoccupied orbital energy in eV: -4.49
Net charge: +1

Element x y z (Å)
C1 0.124 -0.874 -0.508
C2 -0.533 -0.042 0.576
N1 1.033 -1.764 -0.188
N2 -1.005 1.164 0.092
O1 1.589 0.845 -1.249
O2 0.507 0.136 1.538
S1 -0.754 -1.040 -1.953
S2 -1.923 -1.009 1.351
H1 1.620 -1.558 0.623
H2 1.515 -2.493 -0.874
H3 -0.263 1.774 0.099
H4 0.895 1.365 -1.585
H5 -1.765 1.676 0.730
H6 2.521 1.290 -1.426
H7 0.185 0.590 2.295
H8 -1.637 -0.064 -1.707
H9 -2.109 0.006 2.185

Atomic partial charges in e from the natural (NBO) method, atoms 1 to 5:
1. C 0.24
2. C 0.21
3. N -0.69
4. N -0.86
5. O -0.97



(4)
The following is a quantum chemistry calculation of a cluster of 2 separate species, C2H9N2OP in total, from the Open Molecules 2025 dataset.

Calculated values
Kohn-Sham gap (spin up / spin down) in eV: 8.71 / 7.23
HOMO level (spin up / spin down) in eV: -7.95 / -7.79
Lowest unoccupied orbital energy (spin up / spin down) in eV: 0.77 / -0.56

Element x y z (Å)
C1 1.157 -0.146 1.634
C2 1.184 0.323 -1.272
N1 -2.809 -0.656 -0.043
N2 -2.519 0.642 -0.052
O1 -0.312 -1.561 -0.299
P1 0.143 -0.223 0.115
H1 0.779 -0.792 2.430
H2 2.224 -0.381 1.582
H3 1.048 0.779 2.165
H4 1.949 -0.434 -1.414
H5 0.669 0.297 -2.119
H6 1.863 1.135 -1.045
H7 -3.216 -0.846 0.846
H8 -2.227 -1.302 -0.406
H9 -2.071 0.754 -0.916

Atomic partial charges in e from the natural (NBO) method, atoms 1 to 5:
1. C -1.03
2. C -0.99
3. N -0.53
4. N -0.41
5. O -1.09



What did we get for energy? Answer: -265.9247 -266.0436 -1137.6841 -607.5912 Ha, in the order shown.
What did we get for F_max? Answer: 1.6 3.5 5.0 5.4 eV Å⁻¹, in the order shown.
What did we get for ΔE to the lowest compared entry with this formula, charge and spin? Answer: 595.99 283.76 13.92 381.58 kJ/mol, in the order shown.